Density functional theory data (wB97M-V/def2-TZVPD) for 7 unconnected molecules or ions with the total composition C29H75ClN5O14 at a distorted geometry.

Geometry as XYZ:
```
124
Properties=species:S:1:pos:R:3:mulliken_charge:R:1
Cl 1.10 0.59 -0.20 1.520
O 4.21 -2.74 -3.68 -0.402
O 1.03 1.63 -1.19 -0.644
O -2.05 -2.91 2.19 -0.275
O -0.96 -3.67 4.87 -0.130
O 0.78 -0.71 -0.76 -0.478
O -6.80 -2.05 2.08 -0.360
O -2.43 1.83 -0.19 -0.600
O 0.13 0.85 0.85 -0.632
O 2.70 -3.99 1.71 -0.455
O -0.95 6.47 5.51 -0.302
O 2.36 -4.34 -7.07 -0.371
O 0.17 5.13 -5.98 -0.315
O 2.42 0.52 0.39 -0.722
O 2.57 3.02 4.14 -0.459
N 1.30 5.70 3.87 -0.135
N 1.54 -2.55 3.79 -0.295
N 1.90 -2.05 -5.30 -0.191
N -4.06 -1.23 0.98 -0.269
N -0.55 1.93 -4.36 -0.371
C -0.53 7.21 4.38 -0.568
C -4.87 -2.37 0.58 -0.174
C 0.00 4.23 -4.91 -0.629
C -2.31 6.65 5.80 -0.742
C -6.93 -3.30 2.69 -0.711
C 3.08 -2.12 -3.07 -0.296
C -0.35 -2.46 5.29 -1.194
C -1.42 -4.10 2.57 -0.173
C -2.66 -1.33 0.55 -0.808
C 5.04 -1.81 -4.34 -0.751
C 2.99 4.04 3.26 -0.542
C 2.38 -1.84 2.83 -0.296
C -6.36 -2.10 0.74 -0.660
C 0.97 7.05 4.25 -0.764
C -2.20 1.63 -1.58 -0.408
C -1.44 2.83 -6.47 -1.493
C 2.71 5.40 3.86 -0.686
C 0.33 -1.81 4.10 1.099
C 0.64 6.38 -5.55 -0.756
C 1.19 -3.32 -5.18 -0.476
C -0.31 2.87 -5.47 0.523
C -1.99 -2.67 0.79 0.483
C 2.11 -1.40 -4.01 -0.472
C 1.81 -3.77 0.65 0.418
C 1.10 -4.01 -6.51 -0.758
C 3.19 -5.12 -6.22 -0.553
C 1.56 2.19 3.60 -0.275
C 3.33 -2.79 2.15 -0.741
C -1.29 -4.50 5.94 -1.035
H 0.73 5.05 4.39 0.209
H -0.41 -4.71 6.57 0.312
H 0.47 -2.67 5.99 0.416
H 3.16 6.18 3.22 0.385
H 0.15 2.06 -3.64 0.073
H 0.60 2.50 -5.98 0.146
H 0.00 6.77 -4.75 0.308
H 1.28 1.45 4.35 0.043
H 4.16 -3.10 2.80 0.312
H -2.04 -4.05 6.60 0.329
H -4.00 -1.21 1.99 0.325
H 0.62 -3.37 -7.25 0.330
H -2.63 5.84 6.46 0.245
H 4.57 -1.41 -5.25 0.281
H -0.39 -1.82 3.27 -0.281
H -6.86 -3.16 3.77 0.248
H 0.60 7.10 -6.37 0.258
H -1.21 3.41 -7.36 0.361
H 2.48 -0.39 -4.22 0.238
H -1.59 1.80 -6.80 0.409
H -3.14 1.61 -2.13 0.439
H 0.48 -4.92 -6.45 0.388
H -2.53 -1.08 -0.51 0.165
H -1.57 1.67 0.21 0.350
H -1.11 -1.83 5.79 0.382
H 1.17 -1.22 -3.49 0.121
H -1.24 -4.07 3.64 -0.055
H -0.93 -2.59 0.53 -0.440
H 1.67 6.33 -5.19 0.283
H 1.45 7.43 5.17 0.313
H 1.36 7.75 3.50 0.410
H -6.88 -2.91 0.19 0.345
H -4.68 -2.58 -0.47 0.348
H 2.55 3.96 2.26 0.287
H 2.64 -6.01 -5.87 0.302
H 2.26 -3.29 -0.21 0.098
H -2.10 -0.57 1.09 0.222
H -2.01 -4.98 2.27 0.406
H 1.31 -3.46 3.42 0.406
H -1.63 2.48 -1.99 0.200
H -2.91 6.56 4.88 0.316
H -1.55 0.77 -1.78 -0.031
H -6.66 -1.18 0.23 0.364
H 3.42 -1.45 -2.28 0.608
H -2.53 7.62 6.25 0.268
H 1.75 -1.42 2.03 -0.032
H 3.16 5.39 4.86 0.312
H -6.15 -4.01 2.43 0.301
H 1.92 1.61 2.73 0.176
H 5.98 -2.30 -4.60 0.240
H 5.25 -0.95 -3.69 0.336
H -0.79 8.27 4.47 0.421
H -2.51 -3.46 0.24 0.538
H 2.52 -2.97 -2.67 -0.034
H -7.91 -3.75 2.47 0.288
H 1.60 -4.03 -4.45 0.274
H -0.80 4.56 -4.23 0.340
H -4.64 -3.25 1.18 0.084
H -2.38 3.18 -6.03 0.288
H 4.08 3.95 3.15 0.416
H 2.93 -1.01 3.26 0.428
H 0.94 -3.16 0.94 -0.657
H 0.57 -0.78 4.37 -0.206
H -1.01 6.79 3.49 0.346
H 3.53 -4.56 -5.34 0.171
H -0.42 -4.21 2.11 -0.027
H 1.39 -4.74 0.36 0.305
H 2.79 -2.26 -5.74 0.328
H 0.69 2.76 3.26 0.319
H -1.68 -5.43 5.53 0.327
H 0.18 -3.09 -4.81 0.431
H 3.78 -2.28 1.28 0.317
H 4.06 -5.40 -6.80 0.248
H 0.93 4.17 -4.32 0.411
H -0.52 0.97 -4.67 0.191
```

Summary:
Relative energy (zero: lowest compared OMol25 entry of this formula, charge and spin)   0.0 kcal per mole
HOMO-LUMO gap   0.3147 Eh
Lowest unoccupied orbital energy   2.4 eV
Total charge   -1

=====

Density functional theory data (wB97M-V/def2-TZVPD) for 10 unconnected molecules or ions with the total composition C29H76BO14.

Geometry as XYZ:
```
120
Properties=species:S:1:pos:R:3:mulliken_charge:R:1
O -3.89 -0.97 -6.17 -0.454
O 8.42 -1.91 2.55 -0.464
O -2.14 1.99 -3.65 -0.381
O -2.30 -1.78 3.81 -0.767
O -2.53 3.37 -0.97 -0.264
O -5.25 -5.91 -2.48 -0.425
O 1.35 6.65 1.20 -0.453
O 6.96 2.81 -2.15 -0.476
O 5.86 -2.41 1.51 -0.508
O -4.21 -2.88 2.92 -0.832
O -6.58 -0.93 -3.55 -0.457
O -2.83 -2.96 -3.33 -0.357
O 2.16 -3.19 2.78 -0.429
O -2.17 -4.82 -2.27 -0.500
C -3.31 -0.85 3.51 -0.369
C 2.04 2.50 0.57 -0.776
C 8.22 3.01 -1.54 -0.570
C -3.72 -1.37 1.04 -0.606
C 4.43 1.85 -0.10 -0.466
C -2.22 1.38 4.23 -0.998
C -4.21 -1.55 2.49 -0.050
C 5.51 -0.01 1.30 -0.310
C 2.48 7.04 1.97 -0.522
C -2.61 -1.14 -6.78 -0.677
C -1.28 3.19 2.52 -0.698
C -1.17 2.47 3.88 -0.612
C -6.69 -0.26 -4.81 -0.501
C 4.67 0.34 0.06 -0.929
C -2.66 0.47 3.09 0.403
C -4.05 -2.83 -2.54 0.661
C 5.10 -1.30 1.99 -0.607
C -0.33 2.65 1.45 -0.060
C -1.16 2.94 -4.04 -0.568
C -3.38 4.48 -0.80 -0.734
C -4.19 -2.45 0.06 -0.125
C 1.12 3.07 1.65 0.050
C 9.43 -1.25 1.83 -0.501
C 5.36 -3.61 2.09 -0.645
C -1.94 -3.84 -2.92 0.062
C -3.89 -1.91 -1.33 -0.647
C 1.06 -3.89 2.18 -0.382
C -5.79 -7.22 -2.42 -0.649
C 3.50 2.37 1.00 -0.149
B -2.81 -3.16 3.49 1.104
H 0.89 7.44 0.90 0.269
H -4.39 4.19 -0.50 0.314
H -1.03 4.25 2.67 0.533
H -0.35 2.48 -4.61 0.291
H 5.46 0.79 2.04 0.469
H -2.53 -2.09 -7.31 0.295
H 4.05 -1.53 1.80 0.452
H -1.78 0.18 2.51 -0.187
H -5.49 -7.74 -1.51 0.264
H 0.15 -3.30 2.18 0.013
H 5.40 2.36 -0.07 0.116
H 6.06 -4.41 1.87 0.300
H 5.26 -3.49 3.17 0.289
H 3.20 7.62 1.38 0.265
H -0.75 3.35 -3.12 0.131
H -7.72 -0.12 -5.13 0.301
H -4.11 -0.41 0.66 0.247
H -3.93 -0.67 4.41 0.073
H 6.58 3.66 -2.38 0.278
H -3.10 1.87 4.67 0.301
H -2.95 5.09 0.00 0.240
H -6.88 -7.10 -2.40 0.222
H -0.94 -3.56 -3.29 0.399
H -6.22 0.71 -4.68 0.188
H 3.51 1.65 1.83 0.212
H -4.40 -3.83 -2.26 -0.115
H -3.45 5.10 -1.70 0.291
H 4.00 2.05 -1.08 0.410
H 7.68 -2.10 1.95 0.403
H 3.85 3.32 1.42 0.198
H -4.54 -1.05 -1.51 0.273
H -1.80 -1.08 -6.04 0.254
H 1.91 -2.98 3.68 0.234
H -4.29 -5.98 -2.50 0.248
H 2.96 6.12 2.29 0.191
H -5.26 -2.62 0.18 0.309
H -2.87 -1.52 -1.34 0.299
H 3.69 -0.14 0.14 0.209
H 6.56 -0.08 1.00 0.047
H -2.50 -0.32 -7.49 0.247
H -2.05 -3.70 2.65 -0.401
H 1.98 3.10 -0.34 0.272
H 10.25 -1.05 2.52 0.251
H 5.23 -1.23 3.08 0.317
H 0.87 -4.84 2.69 0.290
H -3.68 -3.40 0.26 0.241
H 1.35 -4.10 1.16 0.262
H -5.52 -7.83 -3.29 0.255
H -1.19 3.22 4.67 0.225
H -2.32 3.18 2.17 0.264
H -1.59 3.76 -4.63 0.305
H 5.16 -0.06 -0.83 0.460
H 8.94 3.50 -2.22 0.299
H -6.98 -1.80 -3.62 0.253
H 1.67 1.49 0.34 0.243
H -0.66 2.95 0.46 -0.024
H 9.83 -1.86 1.01 0.239
H -2.63 -1.30 1.00 0.152
H -2.53 1.60 -4.44 0.234
H 2.20 7.61 2.85 0.274
H 9.10 -0.29 1.42 0.186
H -1.79 0.74 5.01 0.318
H 8.15 3.60 -0.63 0.271
H -4.00 -1.68 -5.53 0.296
H -0.18 2.00 3.95 0.303
H 1.21 4.15 1.67 -0.296
H -6.13 -0.82 -5.56 0.229
H -2.92 -3.88 4.50 -0.293
H -4.75 -2.39 -3.24 -0.199
H 1.47 2.65 2.61 0.298
H -3.35 1.02 2.44 0.287
H 8.61 2.03 -1.29 0.191
H -5.22 -1.12 2.55 0.338
H -0.35 1.56 1.47 0.157
H 4.37 -3.84 1.68 0.190
H -2.88 2.81 -1.67 0.176
```

Summary:
HOMO-LUMO gap   0.2105 Eh
Lowest unoccupied orbital energy   1.9 eV
Total charge   -1